Here is a molecular structure, C40H52Cl3O2P2PdSi from OMol25. Energies are from the ωB97M-V functional and the def2-TZVPD basis.

Structure (XYZ):
```
101
Properties=species:S:1:pos:R:3
Pd 0.0385 -0.4420 0.2219
C -1.3741 1.9194 2.5843
C -2.0939 0.7944 3.3786
P -3.2551 0.0535 2.1512
C -4.5953 1.1341 1.8628
C -5.5672 0.6893 0.9308
C -6.7019 1.4026 0.6436
C -6.8827 2.6274 1.2792
C -5.9225 3.0823 2.1409
C -4.8037 2.3388 2.4704
C -3.6446 -1.6974 2.1613
C -3.7714 -2.3945 1.0107
C -4.3253 -3.6607 0.9397
C -4.8742 -4.2028 2.1348
C -4.7180 -3.4721 3.3345
C -4.0786 -2.2538 3.3817
P 0.1839 1.3615 1.6982
C 0.5425 2.8934 0.6907
C 1.4844 3.8506 0.9126
C 1.5978 4.9470 0.0554
C 0.8299 5.0486 -1.0407
C -0.0594 4.0568 -1.4354
C -0.2172 3.0126 -0.4882
C 1.3550 1.3122 3.0655
C 1.5089 2.2792 4.0302
C 2.5610 2.2415 4.9561
C 3.3728 1.0531 4.9515
C 3.1944 0.0823 4.0026
C 2.1578 0.1743 3.0956
H -1.1068 2.6610 3.3305
H -2.0009 2.3808 1.8823
H -2.6642 1.1171 4.2692
H -1.4248 -0.0733 3.6844
H -5.3993 -0.2628 0.4586
H -7.3693 1.0471 -0.1392
H -7.7210 3.2882 1.0108
H -6.1112 4.0160 2.7320
H -4.1859 2.6191 3.2799
H -3.3571 -1.9544 0.1034
H -4.3351 -4.1647 -0.0712
H -5.3683 -5.1545 2.1532
H -5.1616 -3.8843 4.2708
H -4.0025 -1.7072 4.2889
H 2.1493 3.8475 1.7496
H 2.2041 5.8171 0.3340
H 0.9755 5.9672 -1.6491
H -0.7254 4.1358 -2.3144
H -1.0203 2.3641 -0.6937
H 0.9674 3.1895 4.0231
H 2.7941 3.0267 5.6614
H 4.2018 0.8935 5.7107
H 3.8781 -0.7044 4.0060
H 2.0013 -0.5062 2.2762
Cl -0.3582 -1.9592 2.0682
Cl -2.9312 -1.3132 -3.7171
C -2.7640 0.3815 -3.0824
Cl -1.8845 1.3451 -4.3001
C -2.0151 0.2123 -1.7056
O -2.6299 -0.1568 -0.7117
O -0.7736 0.4124 -1.7533
H -3.7336 0.8703 -2.9328
C 1.4801 -3.7306 -0.5962
C 2.6656 -2.7499 -0.3741
C 3.8762 -3.1765 -1.1420
C 3.0973 -2.7449 1.1387
Si 2.0693 -0.9899 -0.6611
C 1.8729 -1.5928 -4.8708
C 1.2649 -1.8819 -3.5145
C 2.8940 -2.4885 -5.4648
C 1.1156 -0.7970 -5.9042
C 3.1851 0.2868 -1.4697
C 4.0327 -0.1309 -2.6981
C 4.1029 0.7021 -0.2378
C 2.3883 1.4805 -1.9233
H 1.8139 -4.7667 -0.5302
H 0.9752 -3.6271 -1.5954
H 0.6655 -3.5975 0.1453
H 4.2818 -4.1164 -0.7896
H 4.5948 -2.3354 -1.0996
H 3.6263 -3.2044 -2.2129
H 3.6292 -3.6648 1.3640
H 2.3323 -2.5168 1.8841
H 3.8818 -1.9715 1.4052
H 2.0453 -2.3356 -2.9475
H 0.4244 -2.5380 -3.5840
H 0.8953 -0.9500 -3.1756
H 2.4857 -3.2797 -6.0731
H 3.4806 -3.0026 -4.6948
H 3.5943 -1.8516 -6.0533
H 0.9378 0.2170 -5.6231
H 0.0856 -1.1997 -6.0853
H 1.7338 -0.6618 -6.8056
H 4.7353 -1.0118 -2.5882
H 4.6446 0.7420 -3.0012
H 3.3686 -0.3128 -3.4878
H 4.8372 -0.0930 0.1509
H 3.4333 1.0520 0.5658
H 4.7219 1.4468 -0.7412
H 1.9603 1.3038 -2.8641
H 3.1012 2.3883 -1.9800
H 1.5994 1.7178 -1.2082
```

## Properties
2S+1 ... 5
E_HOMO (spin up / spin down) ... -9.05 / -11.56 eV
Orbital gap (spin up / spin down) ... 6.472 / 6.860 eV
<S²> ... 6.021
Total charge ... +1

***

Here is a molecular structure, C40H52Li2O20S from OMol25. Energies are from the ωB97M-V functional and the def2-TZVPD basis.

Structure (XYZ):
```
115
Properties=species:S:1:pos:R:3
Li -3.0678 0.4011 -1.2737
Li 2.7792 1.2491 -0.8277
S -0.0978 -0.2549 -0.0727
O 0.1252 -1.6549 -0.1677
O -1.3348 0.2181 -0.8207
O -0.3098 0.0951 1.3063
O 1.0152 0.5741 -0.5717
C 2.6042 3.8061 -0.2827
O 2.6102 2.7691 0.3933
H 3.6092 3.8481 -0.9587
H 2.7992 4.6501 0.3983
H 1.7692 3.9951 -1.0577
H 1.8342 2.4891 0.9473
C 3.5172 2.5301 -3.5587
O 2.6482 1.8451 -2.7437
H 4.2692 3.1331 -3.0177
H 2.8932 3.2121 -4.2227
H 4.0432 1.7961 -4.2477
H 1.9162 1.9191 -3.4107
C 1.8402 -3.8859 1.6413
O 2.0022 -3.4219 0.2413
H 2.8702 -3.7599 2.1563
H 1.4682 -4.8499 1.6453
H 0.9472 -3.3829 2.0203
H 1.3182 -2.7009 0.0293
C -4.8908 -0.4639 1.6603
O -3.8668 -0.2459 0.7133
H -5.2938 0.4901 2.0703
H -4.7698 -1.1639 2.3833
H -5.7528 -0.8709 1.1963
H -2.9658 -0.2039 1.1163
C -1.2058 5.2991 -1.1817
C -1.1278 4.3061 -0.2157
C -0.6658 4.4541 1.1433
C -0.2138 5.7711 1.5373
C -0.5028 6.8441 0.7193
C -0.9828 6.5661 -0.5657
O -1.2408 7.7081 -1.3037
O -0.7088 3.5031 2.1323
H -1.3908 4.9971 -2.2937
H -1.6648 3.3841 -0.4257
H 0.2532 6.1981 2.5363
H -0.4478 7.9371 1.0903
H -1.3478 7.5591 -2.2547
H -0.8028 2.6051 1.9963
C 2.2382 -0.9289 3.5193
C 3.3632 -1.6579 4.2153
C 4.5192 -1.0649 4.5313
C 4.6572 0.2571 4.0693
C 3.6742 0.9861 3.4683
C 2.4712 0.4101 3.1533
O 1.5332 1.1951 2.6833
O 5.5442 -1.7369 5.2003
H 1.2242 -1.2339 3.2953
H 3.1572 -2.6159 4.4653
H 5.6432 0.7731 4.2353
H 3.8992 1.9411 3.1143
H 0.8092 0.8961 2.1913
H 5.3542 -2.5749 5.2073
C 0.4562 -2.9819 -4.6607
C 1.5412 -2.6999 -5.5417
C 2.7272 -2.1809 -5.0257
C 2.9892 -2.0219 -3.6847
C 1.8472 -2.1549 -2.7847
C 0.6252 -2.6769 -3.2657
O -0.4208 -2.8449 -2.4287
O 3.8292 -2.0109 -5.9387
H -0.2058 -3.3349 -5.0837
H 1.4452 -2.9369 -6.6147
H 4.0372 -1.7959 -3.2017
H 1.7862 -1.6529 -1.9937
H -0.2618 -2.3959 -1.6227
H 4.7372 -1.8679 -5.5867
C -0.1978 1.2821 -4.5097
C 0.0982 1.2031 -5.9187
C 0.0652 2.3531 -6.6537
C 0.0872 3.6041 -6.0287
C 0.1252 3.7321 -4.6447
C -0.0738 2.6121 -3.9317
O -0.0028 2.7411 -2.5047
O 0.2672 2.2481 -8.0497
H -0.2808 0.3171 -3.6857
H 0.1272 0.4151 -6.5207
H 0.2372 4.5411 -6.6887
H 0.1442 4.7391 -4.1427
H 0.0992 1.9531 -1.9857
H 0.1892 1.3421 -8.2937
C -3.0198 0.5361 4.9203
C -3.9668 -0.2939 5.5213
C -3.9918 -1.6489 5.1693
C -2.9978 -2.1389 4.2753
C -2.1408 -1.3399 3.6573
C -2.1368 0.0241 4.0213
O -1.4268 0.9721 3.2983
O -4.9068 -2.4199 5.6733
H -3.1058 1.5271 5.2773
H -4.7578 0.1581 6.2833
H -3.2008 -3.2109 4.0543
H -1.4028 -1.6849 2.8023
H -0.9228 0.4591 2.4023
H -4.7778 -3.4469 5.6123
C -3.7048 -4.0909 1.4993
C -3.9358 -5.4079 2.0283
C -2.8478 -6.2879 1.9353
C -1.6248 -5.9749 1.3123
C -1.4668 -4.7609 0.6993
C -2.5308 -3.7669 0.8313
O -2.3278 -2.4769 0.4443
O -3.1058 -7.5799 2.3423
H -4.5348 -3.5859 1.2953
H -4.8218 -5.6029 2.4453
H -0.7338 -6.4209 1.2533
H -0.6528 -4.4139 0.1923
H -1.2868 -2.4259 0.3643
H -2.2608 -8.1679 2.4313
```

## Properties
2S+1 ... 1
E_HOMO ... -7.15 eV
Orbital gap ... 6.347 eV

***

no.,DFT total energy (eV)
1,-113911.7658
2,-94509.3827